An isolated molecule of C23H19ClN2O5 at a distorted geometry. Source: the Open Molecules 2025 dataset; level of theory: the ωB97M-V functional and the def2-TZVPD basis.

Values from the calculation:
energy relative to the best compared isomer or geometry (same formula, charge and spin)	0.000	eV
HOMO level	-8.0922	eV
E_LUMO	0.3	eV
SMILES	O=C(N[C@H](Cc1ccccc1)C(=O)O)/C(=C\c1ccc(Cl)cc1)NC(=O)c1ccco1
strongest force on any atom	0.027	hartree/bohr

Geometry (Å):
1 O -0.18 -0.57 -2.01
2 C 0.39 -0.25 -0.99
3 N 0.85 -1.16 -0.10
4 C 0.69 -2.58 -0.28
5 C -0.26 -3.18 0.78
6 C -1.60 -2.51 0.70
7 C -2.56 -2.97 -0.19
8 C -3.79 -2.35 -0.28
9 C -4.07 -1.25 0.51
10 C -3.12 -0.77 1.39
11 C -1.89 -1.40 1.48
12 C 2.05 -3.25 -0.23
13 O 3.07 -2.69 0.07
14 O 1.98 -4.55 -0.53
15 C 0.72 1.15 -0.57
16 C -0.16 2.12 -0.28
17 C -1.61 2.07 -0.34
18 C -2.34 1.34 -1.28
19 C -3.72 1.37 -1.28
20 C -4.40 2.12 -0.33
21 Cl -6.13 2.13 -0.32
22 C -3.70 2.86 0.61
23 C -2.32 2.84 0.59
24 N 2.11 1.31 -0.42
25 C 2.80 2.35 0.13
26 O 2.30 3.33 0.64
27 C 4.25 2.16 0.06
28 C 5.27 2.97 0.52
29 C 6.47 2.31 0.20
30 C 6.11 1.15 -0.43
31 O 4.78 1.05 -0.51
32 H 1.34 -0.86 0.73
33 H 0.25 -2.73 -1.28
34 H 0.19 -3.02 1.77
35 H -0.35 -4.25 0.60
36 H -2.34 -3.83 -0.81
37 H -4.53 -2.72 -0.98
38 H -5.04 -0.77 0.44
39 H -3.33 0.09 2.00
40 H -1.15 -1.02 2.18
41 H 2.86 -4.96 -0.48
42 H 0.24 3.04 0.11
43 H -1.82 0.77 -2.03
44 H -4.27 0.81 -2.02
45 H -4.23 3.45 1.33
46 H -1.77 3.42 1.32
47 H 2.68 0.55 -0.79
48 H 5.14 3.90 1.02
49 H 7.47 2.65 0.40
50 H 6.69 0.35 -0.84

An isolated molecule of C2H2N2OS2 at a distorted geometry. Source: the Open Molecules 2025 dataset; level of theory: the ωB97M-V functional and the def2-TZVPD basis.

Values from the calculation:
energy relative to the best compared isomer or geometry (same formula, charge and spin)	0.486	eV
HOMO level	-9.3675	eV
E_LUMO	-0.3	eV
SMILES	O=C1NSC=NS1
strongest force on any atom	0.074	hartree/bohr

Geometry (Å):
1 O -2.54 -0.64 -0.04
2 C -1.41 -0.23 -0.16
3 N -0.32 -1.04 0.17
4 S 1.17 -0.82 -0.59
5 C 1.56 0.77 0.23
6 N 0.62 1.66 0.10
7 S -0.97 1.44 -0.51
8 H -0.64 -2.06 0.17
9 H 2.55 0.92 0.62

An isolated molecule of C4H6N2O2 at a distorted geometry. Source: the Open Molecules 2025 dataset; level of theory: the ωB97M-V functional and the def2-TZVPD basis.

Values from the calculation:
energy relative to the best compared isomer or geometry (same formula, charge and spin)	3.264	eV
HOMO level	-8.8777	eV
E_LUMO	-0.2	eV
SMILES	C=NC(=O)CC(N)=O
strongest force on any atom	0.108	hartree/bohr

Geometry (Å):
1 C 1.83 -0.90 0.40
2 N 1.55 0.09 -0.36
3 C 0.86 1.43 -0.16
4 O 1.23 2.49 -0.57
5 C -0.51 1.04 0.34
6 C -0.75 -0.16 -0.57
7 N -1.55 -1.18 -0.08
8 O -0.74 0.10 -1.80
9 H 1.06 -1.46 0.94
10 H 2.83 -1.35 0.35
11 H -0.45 0.78 1.40
12 H -1.23 1.83 0.13
13 H -2.07 -1.04 0.78
14 H -2.05 -1.68 -0.80

A 9-piece molecular cluster, C51H88FN10S overall at a distorted geometry. Source: the Open Molecules 2025 dataset; level of theory: the ωB97M-V functional and the def2-TZVPD basis.

Values from the calculation:
energy relative to the best compared isomer or geometry (same formula, charge and spin)	15.638	eV
HOMO level	-9.7712	eV
E_LUMO	-3.7	eV
charge	+1
strongest force on any atom	0.202	hartree/bohr

Geometry (Å):
1 C -4.60 -2.41 -2.63
2 C -5.50 -1.50 -1.99
3 C -6.62 -0.51 -1.31
4 N -6.42 -0.27 0.17
5 F -7.22 0.78 0.55
6 S -6.98 -1.66 1.14
7 C -4.98 -0.01 0.59
8 C -4.29 1.26 -0.19
9 C -3.08 2.01 0.64
10 C -1.95 1.00 1.26
11 C -0.51 1.00 0.48
12 C -0.57 0.58 -1.10
13 C -1.59 -0.65 -1.46
14 C -0.81 -1.90 -2.22
15 C -1.05 -1.95 -3.84
16 C -0.64 -0.57 -4.64
17 C -2.00 0.19 -5.24
18 C -1.91 1.83 -5.05
19 N -3.17 2.47 -4.49
20 C -3.14 3.99 -4.23
21 C -4.62 4.42 -3.58
22 C -5.52 3.05 -3.49
23 C -4.52 1.91 -4.11
24 H -4.04 -3.09 -3.43
25 H -7.67 -1.07 -1.41
26 H -6.63 0.54 -1.88
27 H -6.01 -2.69 0.98
28 H -4.28 -0.95 0.46
29 H -5.02 0.24 1.75
30 H -3.91 1.00 -1.28
31 H -5.15 2.07 -0.35
32 H -3.60 2.55 1.57
33 H -2.62 2.86 -0.05
34 H -2.31 -0.11 1.40
35 H -1.73 1.39 2.37
36 H 0.30 0.39 1.11
37 H -0.11 2.13 0.51
38 H 0.52 0.20 -1.39
39 H -0.76 1.52 -1.81
40 H -2.15 -1.12 -0.54
41 H -2.36 -0.23 -2.27
42 H 0.34 -1.95 -1.90
43 H -1.30 -2.90 -1.78
44 H -2.13 -2.30 -4.14
45 H -0.32 -2.80 -4.25
46 H -0.01 0.16 -3.97
47 H -0.04 -0.90 -5.60
48 H -2.91 -0.31 -4.66
49 H -2.12 -0.12 -6.38
50 H -1.56 2.38 -6.05
51 H -1.05 2.06 -4.26
52 H -2.24 4.74 -4.43
53 H -4.99 5.47 -3.21
54 H -6.61 2.84 -3.10
55 H -4.79 0.75 -4.21
56 C 4.28 0.23 1.88
57 C 5.24 0.45 0.72
58 C 4.56 1.10 -0.49
59 C 3.44 0.21 -1.00
60 N 2.51 -0.53 -1.42
61 H 3.47 -0.46 1.61
62 H 4.81 -0.21 2.73
63 H 3.83 1.17 2.21
64 H 5.67 -0.51 0.43
65 H 6.06 1.09 1.06
66 H 5.30 1.26 -1.29
67 H 4.15 2.08 -0.22
68 C 1.77 0.53 6.34
69 C 1.06 1.79 5.87
70 C 1.59 2.31 4.53
71 C 3.06 2.66 4.67
72 N 4.28 2.95 4.79
73 H 2.84 0.71 6.52
74 H 1.34 0.17 7.28
75 H 1.69 -0.28 5.60
76 H 1.15 2.56 6.64
77 H -0.01 1.57 5.76
78 H 1.03 3.21 4.23
79 H 1.47 1.56 3.75
80 C 8.49 -1.26 -3.35
81 C 7.35 -2.11 -3.91
82 C 6.01 -1.85 -3.21
83 C 6.14 -2.18 -1.73
84 N 6.24 -2.46 -0.50
85 H 8.68 -1.49 -2.30
86 H 9.41 -1.46 -3.91
87 H 8.26 -0.19 -3.44
88 H 7.61 -3.16 -3.82
89 H 7.23 -1.89 -4.98
90 H 5.23 -2.47 -3.65
91 H 5.72 -0.80 -3.31
92 C -8.05 3.42 2.20
93 C -9.56 3.55 2.03
94 C -10.07 4.96 2.36
95 C -9.75 5.30 3.80
96 N -9.48 5.58 5.00
97 H -7.74 3.59 3.23
98 H -7.73 2.40 1.93
99 H -7.52 4.13 1.55
100 H -10.06 2.82 2.68
101 H -9.83 3.31 1.00
102 H -11.15 5.01 2.21
103 H -9.60 5.70 1.70
104 C 5.82 0.48 10.00
105 C 5.30 1.48 8.96
106 C 4.06 2.23 9.44
107 C 2.93 1.25 9.72
108 N 2.00 0.43 9.96
109 H 5.09 -0.30 10.21
110 H 6.72 -0.01 9.63
111 H 6.07 0.99 10.94
112 H 5.07 0.94 8.04
113 H 6.09 2.20 8.73
114 H 3.73 2.94 8.67
115 H 4.28 2.80 10.35
116 C -8.16 -4.52 -0.50
117 C -9.16 -5.15 -1.46
118 C -8.87 -4.81 -2.93
119 C -8.94 -3.30 -3.13
120 N -8.99 -2.06 -3.30
121 H -8.19 -3.43 -0.54
122 H -8.39 -4.81 0.53
123 H -7.14 -4.85 -0.73
124 H -10.17 -4.81 -1.20
125 H -9.15 -6.23 -1.34
126 H -9.61 -5.29 -3.58
127 H -7.88 -5.17 -3.22
128 C 8.70 0.31 -7.87
129 C 8.76 1.83 -7.93
130 C 9.32 2.45 -6.65
131 C 8.45 2.08 -5.47
132 N 7.73 1.78 -4.48
133 H 8.04 -0.05 -7.07
134 H 8.32 -0.10 -8.81
135 H 9.70 -0.12 -7.70
136 H 7.74 2.21 -8.11
137 H 9.37 2.13 -8.78
138 H 9.35 3.55 -6.75
139 H 10.35 2.10 -6.47
140 C 6.38 -4.61 3.11
141 C 5.29 -5.68 3.13
142 C 3.98 -5.21 2.51
143 C 3.44 -4.02 3.28
144 N 2.99 -3.03 3.93
145 H 6.09 -3.74 3.71
146 H 7.30 -5.00 3.54
147 H 6.59 -4.28 2.09
148 H 5.12 -6.00 4.16
149 H 5.65 -6.56 2.58
150 H 3.24 -6.02 2.53
151 H 4.13 -4.91 1.46

A 3-piece molecular cluster, C10H18O2S2 overall at a distorted geometry. Source: the Open Molecules 2025 dataset; level of theory: the ωB97M-V functional and the def2-TZVPD basis.

Values from the calculation:
energy relative to the best compared isomer or geometry (same formula, charge and spin)	5.390	eV
HOMO level	-8.2023	eV
E_LUMO	0.6	eV
strongest force on any atom	0.186	hartree/bohr

Geometry (Å):
1 C 1.75 2.80 0.08
2 S -0.04 2.67 -0.07
3 O -0.50 1.73 1.04
4 C -0.32 4.25 0.72
5 H 2.01 3.72 -0.44
6 H 2.33 1.91 -0.08
7 H 2.12 3.11 1.08
8 H -0.36 4.24 1.78
9 H -1.47 4.28 0.53
10 H 0.24 5.11 0.18
11 C -2.54 -1.56 0.62
12 S -2.66 -0.39 1.86
13 O -4.09 -0.01 1.89
14 C -2.43 -1.49 3.33
15 H -2.87 -1.32 -0.36
16 H -2.91 -2.44 0.94
17 H -1.57 -1.85 0.39
18 H -2.54 -0.98 4.31
19 H -1.49 -1.97 3.51
20 H -3.18 -2.28 3.20
21 C 2.42 -2.29 -3.09
22 C 1.88 -3.07 -1.93
23 C 1.28 -2.39 -0.87
24 C 0.99 -0.99 -0.87
25 C 1.52 -0.18 -2.01
26 C 2.07 -0.94 -3.25
27 H 2.88 -2.59 -3.93
28 H 2.24 -4.04 -2.16
29 H 1.02 -3.04 -0.09
30 H 0.61 -0.34 -0.20
31 H 1.31 0.77 -1.85
32 H 2.31 -0.42 -4.20

- Which formula does entry 1 have?
  C23H19ClN2O5

- Which of these has the lowest E_LUMO?
  C51H88FN10S